The following is a DFT calculation (ωB97M-V/def2-TZVPD) of a 2-piece molecular cluster, C5H14 overall.

Its SMILES is CCC.CC. The LUMO energy comes out at 1.11 eV. The molar mass is 74.2 g/mol. The value obtained for the energy above the lowest of the compared OMol25 structures with the same formula, charge and spin is 1.576 eV. As for the net charge: 0.

Each line ends with the Löwdin charge.
Positions of all 19 atoms, in Å:
1 C -0.67 0.01 -2.62  -0.302
2 C 0.76 -0.56 -2.24  -0.109
3 C -1.38 0.58 -1.33  -0.138
4 H -0.54 0.99 -3.14  0.085
5 H -1.38 -0.48 -3.39  0.120
6 H 1.27 -0.56 -3.18  0.045
7 H -0.52 1.13 -0.82  0.065
8 H -2.11 1.23 -1.62  0.011
9 H 0.75 -1.59 -1.96  0.050
10 H 1.21 0.14 -1.48  0.078
11 H -1.78 -0.27 -0.64  0.099
12 C 0.70 0.57 2.36  -0.177
13 C 0.33 -0.71 3.09  -0.201
14 H 1.86 0.64 2.18  0.099
15 H 0.21 0.73 1.45  0.000
16 H 0.50 1.42 3.07  0.073
17 H -0.68 -0.66 3.66  0.082
18 H 1.18 -0.93 3.91  0.098
19 H 0.30 -1.70 2.70  0.023


The following is a DFT calculation (ωB97M-V/def2-TZVPD) of a 2-piece molecular cluster, C5H14 overall.

Its SMILES is CCC.CC. The LUMO energy comes out at 1.09 eV. The molar mass is 74.2 g/mol. The value obtained for the energy above the lowest of the compared OMol25 structures with the same formula, charge and spin is 0.415 eV. As for the net charge: 0.

Each line ends with the Löwdin charge.
Positions of all 19 atoms, in Å:
1 C -1.06 0.15 -3.28  -0.153
2 C -1.09 -0.11 -1.73  -0.169
3 H -0.22 -0.36 -3.76  0.057
4 H -1.94 -0.33 -3.70  0.051
5 H -0.92 1.20 -3.46  0.057
6 H -2.14 -0.25 -1.54  0.059
7 H -0.76 0.79 -1.21  0.047
8 H -0.46 -0.93 -1.38  0.061
9 C 1.11 0.39 1.53  -0.319
10 C 1.71 -0.83 2.24  -0.129
11 C -0.42 0.51 1.65  -0.121
12 H 1.68 1.26 1.86  0.092
13 H 1.31 0.37 0.45  0.087
14 H 1.08 -1.71 2.11  0.069
15 H 1.82 -0.60 3.30  0.068
16 H -0.74 1.54 1.50  0.070
17 H -0.93 -0.09 0.90  0.038
18 H 2.69 -1.14 1.89  0.064
19 H -0.71 0.13 2.64  0.070


The following is a DFT calculation (ωB97M-V/def2-TZVPD) of a 2-piece molecular cluster, C5H14 overall.

Its SMILES is CCC.CC. The LUMO energy comes out at 1.11 eV. The molar mass is 74.2 g/mol. The value obtained for the energy above the lowest of the compared OMol25 structures with the same formula, charge and spin is 2.009 eV. As for the net charge: 0.

Each line ends with the Löwdin charge.
Positions of all 19 atoms, in Å:
1 C -2.86 0.48 -1.04  -0.211
2 C -2.25 0.74 0.30  -0.197
3 H -3.88 0.10 -1.02  0.055
4 H -2.86 1.41 -1.74  0.105
5 H -2.50 -0.37 -1.55  0.033
6 H -1.10 0.85 0.17  0.042
7 H -2.80 1.61 0.90  0.109
8 H -2.38 -0.13 0.96  0.059
9 C 2.50 -0.30 -0.10  -0.325
10 C 2.39 -0.70 1.35  -0.168
11 C 1.07 -0.36 -0.61  -0.162
12 H 2.71 0.72 -0.02  0.079
13 H 3.24 -0.79 -0.67  0.085
14 H 1.76 -1.62 1.66  0.093
15 H 0.28 0.10 0.16  0.053
16 H 0.72 0.33 -1.43  0.066
17 H 0.47 -1.33 -0.96  0.110
18 H 3.50 -0.92 1.80  0.116
19 H 1.99 0.18 1.85  0.057


The following is a DFT calculation (ωB97M-V/def2-TZVPD) of a 2-piece molecular cluster, C5H14 overall.

The LUMO energy (spin up / spin down) comes out at -2.94 / -11.07 eV. The molar mass is 74.2 g/mol. The value obtained for the energy above the lowest of the compared OMol25 structures with the same formula, charge and spin is 0.557 eV. As for the net charge: +1. As for the spin multiplicity: 2. As for the expectation value of S²: 0.753.

Each line ends with the Löwdin charge.
Positions of all 19 atoms, in Å:
1 C -1.66 -1.60 1.02  -0.123
2 C -0.11 -1.90 0.98  -0.150
3 H -1.94 -1.43 2.05  0.074
4 H -2.05 -0.86 0.33  0.057
5 H -2.10 -2.57 0.76  0.080
6 H 0.29 -1.73 -0.02  0.053
7 H 0.35 -1.23 1.71  0.058
8 H 0.04 -2.92 1.31  0.076
9 C 0.33 1.30 -0.20  -0.195
10 C 1.70 0.74 -0.34  -0.027
11 C -0.20 1.78 -1.52  -0.042
12 H -0.30 0.42 0.25  0.199
13 H 0.27 2.13 0.54  0.179
14 H 2.43 1.57 -0.56  0.179
15 H -0.16 1.06 -2.34  0.109
16 H -1.23 2.13 -1.53  0.102
17 H 0.42 2.66 -1.77  0.140
18 H 2.14 0.32 0.57  0.115
19 H 1.77 0.14 -1.25  0.117


The following is a DFT calculation (ωB97M-V/def2-TZVPD) of a 2-piece molecular cluster, C5H14 overall.

The LUMO energy (spin up / spin down) comes out at -3.05 / -10.47 eV. The molar mass is 74.2 g/mol. The value obtained for the energy above the lowest of the compared OMol25 structures with the same formula, charge and spin is 0.388 eV. As for the net charge: +1. As for the spin multiplicity: 2. As for the expectation value of S²: 0.753.

Each line ends with the Löwdin charge.
Positions of all 19 atoms, in Å:
1 C 0.63 -1.46 -1.72  -0.188
2 C 0.36 -0.03 -1.52  -0.035
3 C -0.33 -2.42 -0.94  0.039
4 H 1.69 -1.70 -1.63  0.140
5 H 0.41 -1.78 -2.78  0.208
6 H 1.14 0.43 -2.17  0.154
7 H -0.66 0.27 -1.70  0.120
8 H -0.73 -1.86 -0.08  0.103
9 H 0.29 -3.30 -0.75  0.124
10 H 0.73 0.35 -0.54  0.109
11 H -1.24 -2.76 -1.44  0.110
12 C -0.20 2.57 1.95  -0.133
13 C -0.33 1.06 1.88  -0.152
14 H 0.72 2.89 1.47  0.071
15 H -1.02 3.07 1.44  0.070
16 H -0.27 2.87 2.99  0.081
17 H 0.05 0.63 0.93  0.022
18 H 0.12 0.48 2.69  0.079
19 H -1.36 0.69 1.88  0.078


The following is a DFT calculation (ωB97M-V/def2-TZVPD) of a 2-piece molecular cluster, C5H14ClN2Si overall.

The LUMO energy comes out at -3.91 eV. The molar mass is 165.7 g/mol. The value obtained for the energy above the lowest of the compared OMol25 structures with the same formula, charge and spin is 0.073 eV. As for the net charge: +1.

Each line ends with the Löwdin charge.
Positions of all 23 atoms, in Å:
1 C 0.10 1.08 0.67  -0.172
2 C 1.05 1.82 0.09  -0.449
3 C 0.89 3.31 -0.04  0.002
4 C -2.34 -1.14 -1.03  -0.134
5 C -1.08 -1.86 -0.46  -0.302
6 N -0.12 -1.57 2.22  0.040
7 N 2.22 1.29 -0.37  0.139
8 Si -0.24 -0.71 0.80  0.814
9 Cl 2.69 -2.14 -0.63  0.349
10 H -0.78 1.61 1.14  0.095
11 H 1.05 3.88 0.79  0.064
12 H 1.39 3.74 -0.82  0.060
13 H -0.24 3.37 -0.20  0.122
14 H -2.88 -0.87 -0.10  0.077
15 H -2.06 -0.29 -1.66  0.082
16 H -2.91 -1.87 -1.59  0.074
17 H -0.40 -2.14 -1.22  0.037
18 H -1.34 -2.78 0.21  0.112
19 H 0.01 -1.35 3.14  0.035
20 H -0.55 -2.42 2.16  0.010
21 H 2.73 1.85 -1.04  0.123
22 H 3.99 -2.02 -0.62  -0.165
23 H 2.16 0.29 -0.41  -0.010


The following is a DFT calculation (ωB97M-V/def2-TZVPD) of a 2-piece molecular cluster, C5H14FN2P overall.

The LUMO energy (spin up / spin down) comes out at -0.08 / -0.08 eV. The molar mass is 152.2 g/mol. The value obtained for the energy above the lowest of the compared OMol25 structures with the same formula, charge and spin is 2.468 eV. As for the net charge: 0.

Each line ends with the Löwdin charge.
Positions of all 23 atoms, in Å:
1 C 0.66 -2.70 -1.92  0.031
2 C 1.20 1.68 0.31  -0.122
3 C 2.40 -0.25 0.15  -0.171
4 C -2.69 0.73 0.00  -0.081
5 C -1.18 -0.51 1.52  -0.212
6 N 1.14 0.32 -0.16  -0.413
7 N -1.31 0.21 0.37  -0.430
8 F -0.60 1.10 -1.79  -0.276
9 P -0.25 -0.22 -0.84  0.898
10 H -0.35 -2.95 -2.12  -0.144
11 H 1.10 -2.29 -2.85  -0.090
12 H 1.11 1.80 1.40  0.100
13 H 2.19 1.91 0.14  0.044
14 H 0.42 2.21 -0.19  0.063
15 H 2.37 -1.28 -0.18  0.037
16 H 3.26 0.27 -0.44  0.120
17 H 2.62 -0.41 1.28  0.118
18 H -2.86 0.69 -1.13  0.085
19 H -3.45 0.11 0.50  0.073
20 H -2.66 1.82 0.32  0.095
21 H -1.54 -0.06 2.49  0.110
22 H -1.45 -1.64 1.37  0.116
23 H -0.14 -0.53 1.77  0.049


The following is a DFT calculation (ωB97M-V/def2-TZVPD) of C5H14HfO5PS as an isolated structure.

The LUMO energy comes out at -16.34 eV. The molar mass is 395.7 g/mol. As for the net charge: +3.

Each line ends with the Löwdin charge.
Positions of all 27 atoms, in Å:
1 O 1.49 -2.22 -2.02  -0.111
2 S 0.26 -1.68 -2.25  0.621
3 O 0.20 -0.24 -2.61  -0.496
4 O -0.47 -2.40 -3.38  -0.036
5 C -0.80 -1.97 -0.82  -0.142
6 C -1.66 -0.76 -0.53  -0.224
7 C -1.28 0.09 0.67  -0.081
8 P 0.28 1.33 0.44  0.538
9 O 0.17 1.94 1.95  -0.191
10 C 1.44 1.74 2.49  -0.148
11 C 1.64 0.24 2.19  -0.135
12 O 1.30 0.07 0.83  -0.222
13 H -0.89 -1.77 -3.97  0.134
14 H -0.24 -2.26 0.03  0.127
15 H -1.38 -2.84 -1.10  0.133
16 H -1.78 -0.21 -1.46  0.069
17 H -2.67 -1.03 -0.25  0.161
18 H -1.04 -0.44 1.57  0.117
19 H -2.16 0.66 0.88  0.113
20 H 1.33 2.18 0.03  0.083
21 H -0.82 2.37 0.07  0.062
22 H 0.22 0.99 -1.11  -0.137
23 H 2.22 2.28 1.95  0.140
24 H 1.52 2.04 3.51  0.159
25 H 2.64 -0.07 2.43  0.164
26 H 0.94 -0.30 2.80  0.136
27 Hf -0.46 2.24 -2.33  2.169


The following is a DFT calculation (ωB97M-V/def2-TZVPD) of a 2-piece molecular cluster, C5H14IO5S overall.

The LUMO energy comes out at -4.05 eV. The molar mass is 313.1 g/mol. As for the net charge: +1.

Each line ends with the Löwdin charge.
Positions of all 26 atoms, in Å:
1 C 3.92 -0.47 -1.52  -0.046
2 O 3.10 -0.34 -0.35  -0.193
3 C 2.63 0.94 -0.10  -0.272
4 O 1.33 0.85 0.51  -0.286
5 S 0.46 -0.42 0.01  0.969
6 O 0.50 -1.38 1.12  -0.395
7 O -0.95 0.31 0.18  -0.436
8 C -2.03 -0.45 -0.44  -0.284
9 C -3.09 0.45 -1.09  -0.708
10 C -4.51 -0.13 -0.88  -0.153
11 I -3.03 2.44 -0.25  0.892
12 H 3.86 -1.50 -1.84  0.099
13 H 4.95 -0.25 -1.27  0.099
14 H 3.56 0.17 -2.33  0.097
15 H 3.25 1.45 0.64  0.140
16 H 2.57 1.56 -1.00  0.139
17 H -1.58 -1.10 -1.19  0.115
18 H -2.48 -1.05 0.35  0.117
19 H -2.88 0.54 -2.15  0.076
20 H -4.93 -0.41 -1.84  0.081
21 H -4.46 -1.00 -0.23  0.073
22 H -5.16 0.59 -0.39  0.036
23 O 1.31 -0.34 3.68  0.320
24 H 0.47 0.08 3.95  0.195
25 H 2.02 0.31 3.58  0.188
26 H 1.18 -0.86 2.83  0.137


The following is a DFT calculation (ωB97M-V/def2-TZVPD) of a 2-piece molecular cluster, C5H14N overall.

The LUMO energy comes out at -3.47 eV. The molar mass is 88.2 g/mol. The value obtained for the energy above the lowest of the compared OMol25 structures with the same formula, charge and spin is 1.055 eV. As for the net charge: +1.

Each line ends with the Löwdin charge.
Positions of all 20 atoms, in Å:
1 C 1.44 -2.49 1.25  -0.061
2 C 0.54 -1.31 1.28  -0.127
3 C -0.76 -1.39 1.11  -0.091
4 N -1.61 -0.17 1.07  0.202
5 H 0.94 -3.38 0.89  0.088
6 H 2.28 -2.29 0.59  0.093
7 H 1.86 -2.69 2.24  0.096
8 H 0.98 -0.34 1.52  0.126
9 H -1.30 -2.31 0.93  0.133
10 H -1.20 0.56 1.66  0.174
11 H -1.61 0.21 0.12  0.116
12 H -2.56 -0.37 1.39  0.175
13 C -0.26 1.39 -1.52  -0.180
14 C 0.51 2.61 -2.03  -0.137
15 H 0.39 0.77 -0.89  0.048
16 H -0.64 0.73 -2.31  0.079
17 H -1.08 1.72 -0.88  0.051
18 H 1.20 2.34 -2.82  0.073
19 H -0.18 3.36 -2.39  0.072
20 H 1.06 3.05 -1.20  0.070


E
In order: -5410.4734 -5411.6347 -5410.0406 -5400.5488 -5400.7170 -28785.9388 -20393.7612 -37037.3623 -34576.1066 -6894.8071
Unit: eV